# 1
Density functional theory data (ωB97M-V with the def2-TZVPD basis set) for an isolated ion of composition C7H14BN2O3 and charge +1 in a non-equilibrium geometry.

Structure (XYZ):
```
27
Properties=species:S:1:pos:R:3:forces:R:3:mulliken_charge:R:1
C -3.70121 0.82131 -0.17938 1.58 -0.89 -0.23 -0.768
C -3.68897 -0.80976 0.15640 -0.84 0.58 -1.02 -0.207
O -2.40491 -1.25537 0.77456 0.07 -0.16 -1.96 -0.375
C -1.38113 -1.40866 -0.28366 -0.11 0.67 -0.05 -0.163
C 0.07763 -1.97029 0.31139 -1.65 0.14 -0.31 -0.737
N 1.10847 -0.92352 -0.15979 1.52 1.32 1.01 0.197
C 1.71677 -0.91025 -1.54537 2.64 6.01 3.99 -0.198
C 2.66523 0.44783 -1.43153 -3.13 -3.50 1.86 -0.274
N 2.48628 0.98420 -0.02012 -2.74 -2.87 0.08 0.177
B 3.11681 2.17207 0.69225 2.82 2.58 0.87 0.464
O 4.51657 2.52492 0.26686 -3.16 -2.63 1.63 -0.472
O 2.50046 2.96209 1.77952 1.07 -3.66 -1.75 -0.477
C 1.50985 0.17645 0.80861 1.37 -2.00 -6.93 -0.219
H -3.47229 0.93136 -1.33640 -0.82 0.08 2.42 0.231
H -4.68477 1.35924 0.15633 2.06 -1.10 -0.74 0.307
H -2.73315 1.24889 0.37194 -2.34 -0.64 -0.99 0.166
H -3.79452 -1.40093 -0.84817 0.02 1.05 1.84 0.247
H -4.63061 -1.06217 0.81270 2.39 0.24 -0.88 0.296
H -1.72444 -2.15081 -1.14190 0.48 1.57 1.77 0.299
H -1.20653 -0.31205 -0.72071 -0.18 -2.47 0.61 0.242
H 0.05701 -2.04720 1.48558 0.15 0.32 -2.46 0.295
H 0.26571 -3.03271 -0.15420 0.06 2.33 0.95 0.325
H 1.59333 -1.61583 -2.47265 -0.06 1.37 2.43 0.363
H 3.35333 0.92208 -2.27858 -1.64 -0.95 2.46 0.380
H 5.03494 1.68613 0.48886 -0.62 1.62 -0.78 0.337
H 2.30478 2.36223 2.55922 0.11 1.25 -1.19 0.313
H 1.11536 0.30073 1.90821 0.95 -0.25 -2.64 0.249
```
Forces are in eV/Å.

Properties
Energy (Ha): -634.80555
Structure (SMILES): CCOCCn1cc[n+](B(O)O)c1
Total charge: +1

=====

# 2
Density functional theory data (ωB97M-V with the def2-TZVPD basis set) for a 10-piece molecular cluster, C34H54Br6O14 overall in a non-equilibrium geometry.

Structure (XYZ):
```
108
Properties=species:S:1:pos:R:3:forces:R:3:mulliken_charge:R:1
O 4.37945 1.12329 -0.15701 0.08 -0.79 -0.94 -0.607
C 3.96861 2.09257 0.38890 0.09 0.63 0.07 0.432
C 3.63761 3.47073 -0.13863 1.52 0.70 -0.30 -0.310
C 2.88253 4.12072 0.98411 -0.02 -0.45 1.30 0.888
C 3.51663 3.41594 2.18569 1.14 1.47 1.19 -0.472
O 3.88716 2.12356 1.72402 -0.21 -0.10 1.15 -0.367
H 4.67374 3.94731 -0.16818 -1.14 -0.40 -0.37 0.413
H 3.17145 3.51782 -1.12246 0.15 -0.22 0.10 0.162
H 3.02910 5.18811 1.11604 -0.34 0.11 -0.39 0.499
H 1.84510 3.83281 0.97372 -0.48 0.26 -0.39 -1.209
H 4.42380 4.02887 2.49212 -0.47 -0.99 -0.51 0.243
H 2.97470 3.35096 3.15313 -0.27 -0.27 -0.97 0.333
O -3.61526 0.15719 2.12496 -0.20 -0.02 0.58 -0.629
C -3.43550 -0.21774 3.25683 0.33 -0.15 0.39 0.499
C -3.39739 0.57454 4.55751 0.62 -0.28 0.24 0.216
C -2.95806 -0.42044 5.68277 -1.80 0.01 -1.97 -0.880
C -2.70389 -1.70252 4.83331 1.84 -0.31 2.70 -0.070
O -3.09604 -1.49136 3.52808 -0.64 0.02 -1.51 -0.335
H -2.66875 1.34812 4.34111 0.12 0.22 0.32 -0.548
H -4.33752 1.02771 4.81613 -0.45 0.28 -0.31 0.602
H -2.16239 -0.04292 6.29103 0.62 -0.14 0.09 0.371
H -3.84007 -0.60928 6.29516 0.17 0.13 0.26 0.284
H -1.61808 -1.91277 4.87028 -0.50 -0.10 -0.32 -0.131
H -3.21763 -2.56524 5.28289 -0.03 0.22 -0.47 0.540
O -1.42101 6.48307 1.57454 -0.36 -1.47 0.20 -0.658
C -1.50157 5.31190 1.90190 1.40 2.20 0.27 0.425
C -0.47038 4.52842 2.65768 0.87 -1.21 0.45 0.403
C -1.20606 3.27800 3.11866 -1.12 0.01 0.24 0.087
C -2.41049 3.18634 2.12206 -0.13 1.16 2.02 0.244
O -2.53385 4.54383 1.64780 -1.56 -0.40 -0.86 -0.419
H 0.28809 4.16279 1.96327 0.06 0.59 -0.17 -0.653
H 0.02565 5.04070 3.50172 -0.35 0.12 -0.71 0.483
H -0.65148 2.34742 3.09895 0.27 0.06 0.18 -0.341
H -1.57024 3.49772 4.15159 -0.02 -0.57 -0.72 0.379
H -2.37180 2.52944 1.28328 0.59 -0.41 -0.53 -0.280
H -3.33596 2.94951 2.66388 0.18 0.11 -0.28 0.370
O -3.01239 -1.30569 -5.82129 -0.47 0.09 -0.58 -0.555
C -2.34903 -2.25147 -5.53863 0.71 -0.87 0.47 0.339
C -1.37314 -2.31155 -4.38198 -0.74 1.02 -0.05 0.818
C -0.79880 -3.71049 -4.38697 0.27 0.12 -0.85 -0.242
C -1.42608 -4.41099 -5.63046 -0.47 0.05 0.55 -0.440
O -2.35544 -3.44488 -6.20597 0.27 -0.17 -0.04 -0.383
H -0.64090 -1.54252 -4.63339 0.17 -0.03 0.26 -0.516
H -1.96895 -1.92859 -3.50425 0.89 -0.75 -0.56 0.117
H 0.29512 -3.71195 -4.47109 -0.31 0.09 0.07 0.102
H -1.07709 -4.22092 -3.51159 -0.23 -0.78 1.21 0.231
H -0.63400 -4.68969 -6.32835 -0.33 0.34 -0.33 0.256
H -1.99072 -5.35466 -5.39546 0.36 1.06 -0.10 0.234
O 1.75648 -1.35584 -5.40183 0.53 -0.42 0.59 -0.636
C 2.33450 -1.02080 -4.39044 -0.66 -0.88 -1.04 0.475
C 2.90706 -1.88442 -3.26512 -0.94 0.30 1.07 0.130
C 3.50084 -0.84548 -2.30897 -0.23 1.50 0.37 -0.502
C 2.88257 0.52761 -2.81846 -0.11 -1.87 1.99 0.478
O 2.42970 0.26518 -4.10617 0.25 0.80 -1.03 -0.317
H 1.99670 -2.34992 -2.76944 1.05 0.27 -0.70 -0.449
H 3.60578 -2.66964 -3.56462 -0.31 0.21 -0.26 0.438
H 3.29160 -0.96855 -1.22673 -0.03 -0.13 -0.78 0.097
H 4.56003 -0.66681 -2.38133 0.59 -0.66 -0.19 0.396
H 2.00926 0.71043 -2.19896 -0.12 0.52 0.13 -0.540
H 3.57966 1.34767 -2.77189 0.14 0.19 -0.23 0.294
O -0.07599 -3.35226 2.68259 -0.18 -1.54 -1.04 -0.506
C 0.14119 -4.44459 2.17569 -0.52 0.89 0.95 0.381
C -0.74627 -5.34496 1.31437 0.04 1.38 0.03 -0.355
C 0.22742 -6.34373 0.66520 -0.99 1.02 0.77 -0.384
C 1.30871 -6.38731 1.70745 0.71 -0.13 1.47 -0.522
O 1.27769 -5.08651 2.42363 0.45 -1.20 -0.42 -0.385
H -1.42862 -5.80040 2.01664 -0.44 -0.23 0.09 0.362
H -1.28468 -4.63843 0.66466 -0.04 -0.72 -0.08 0.138
H -0.23861 -7.31765 0.47300 0.36 0.38 -0.28 0.344
H 0.62139 -5.81174 -0.17950 0.11 -0.38 -0.93 0.212
H 1.15513 -7.22200 2.45437 0.29 1.02 -0.67 0.248
H 2.31334 -6.39635 1.29141 -0.02 -0.47 0.07 0.329
O -0.45166 0.10390 3.59844 0.76 -0.65 0.01 -0.165
C 0.58046 -0.52285 3.71073 -0.51 -0.21 1.16 0.033
C 1.67203 -0.77759 2.72564 0.32 0.77 -0.86 1.768
C 2.53339 -1.86586 3.33228 -0.90 0.61 0.95 0.114
C 2.31487 -1.53359 4.82307 0.50 0.20 -0.05 -0.781
O 0.93606 -1.10179 4.91742 0.09 0.75 -0.92 -0.461
H 1.29764 -1.07752 1.76042 -0.30 0.13 -0.17 -0.931
H 2.16185 0.21502 2.56017 0.02 -0.77 0.19 -0.414
H 2.07396 -2.84492 3.10446 0.52 0.56 0.19 -0.335
H 3.55612 -1.80834 3.02918 0.65 -0.07 -0.15 0.506
H 2.41768 -2.41012 5.41407 -0.07 -0.72 0.71 0.476
H 2.99522 -0.75447 5.27531 -0.70 -0.52 -0.78 0.253
Br -4.01042 3.96663 -2.69460 0.07 -0.32 0.04 -0.116
C -2.37295 3.96685 -1.63836 0.65 0.30 -0.44 0.071
C -1.44050 4.98026 -2.31299 0.10 -0.80 0.41 -0.705
Br 0.34941 4.83917 -1.54412 -0.07 0.21 0.15 -0.135
H -1.86645 2.99523 -1.63530 -0.52 0.06 -0.31 -0.301
H -2.68300 4.18925 -0.62477 0.18 0.44 -0.01 0.290
H -1.74150 5.99738 -2.26382 -0.36 0.81 0.60 0.540
H -1.30322 4.79642 -3.36314 0.01 -0.56 -0.33 0.269
Br 0.43387 -1.92229 -0.51356 0.19 -0.69 -0.57 -0.312
C -1.10595 -1.14704 0.38080 0.90 -0.34 0.22 -0.251
C -1.27818 0.27015 -0.04057 -0.99 0.38 0.26 -0.146
Br 0.29406 1.35200 0.22842 0.09 0.37 0.18 0.485
H -0.83109 -1.24972 1.45105 -0.74 0.07 -0.69 -0.524
H -1.96729 -1.73490 0.06902 0.01 0.00 0.35 0.826
H -2.08257 0.58665 0.63764 0.28 0.51 -0.34 -0.169
H -1.55984 0.45795 -1.08425 0.06 -0.43 0.28 0.391
Br -0.28228 1.79067 -3.68254 0.03 -0.14 0.00 0.057
C -1.39394 2.13053 -5.24558 0.81 0.42 -0.93 -0.813
C -0.59571 1.80537 -6.54911 -2.20 -1.13 1.35 -0.646
Br -1.62336 2.27086 -8.16311 0.40 -0.07 0.67 -0.183
H -1.62561 3.18254 -5.17058 -0.14 0.21 -0.15 0.463
H -2.27968 1.55493 -5.07660 -0.42 -0.42 -0.33 0.431
H -0.42360 0.73184 -6.55552 -0.01 0.00 -0.32 0.249
H 0.32847 2.29021 -6.53253 1.28 0.98 -0.29 0.514
```
Forces are in eV/Å.

Properties
Energy above the lowest of the compared OMol25 structures with the same formula, charge and spin (eV): 0.000
Energy (Ha): -17825.45953
Structure (SMILES): O=C1CCCO1.O=C1CCCO1.O=C1CCCO1.O=C1CCCO1.O=C1CCCO1.O=C1CCCO1.O=C1CCCO1.BrCCBr.BrCCBr.BrCCBr

=====

# 3
Density functional theory data (ωB97M-V with the def2-TZVPD basis set) for a 5-piece molecular cluster, C34H83ClNO14P2 overall in a non-equilibrium geometry.

Structure (XYZ):
```
135
Properties=species:S:1:pos:R:3:forces:R:3:mulliken_charge:R:1
C -0.05125 1.94169 0.64716 -0.27 0.08 1.18 -1.384
C -0.30382 0.44371 0.99481 0.05 -0.46 -0.76 0.208
C 0.83716 -0.51685 0.56020 0.28 0.51 -0.66 -0.480
C 2.18437 -0.28831 1.28602 0.05 0.31 0.48 -0.231
C 2.11888 -0.51312 2.83106 -1.25 -0.09 -0.49 -0.761
C 1.71786 0.79262 3.59621 0.09 -0.93 -0.10 -0.536
P 3.08499 1.63115 4.65027 0.48 -0.20 1.72 0.177
Cl 2.56918 3.57496 3.69975 -0.65 1.37 -0.56 -0.505
C 4.36803 2.60111 5.72539 -0.30 1.19 0.46 -0.790
C 3.74094 3.78022 6.57597 1.44 -0.60 0.38 -0.663
C 4.42267 5.17231 6.32576 -1.27 0.35 0.36 -0.612
C 3.52300 6.23357 5.64146 0.62 0.78 -0.11 -0.115
N 4.27294 7.55364 5.63042 -0.27 -0.81 -0.43 -0.767
P 4.65890 1.32642 3.07329 -0.09 -1.55 -2.23 -0.004
O 6.03283 0.85344 3.97180 -0.41 1.65 0.17 -0.506
O 4.99743 2.73562 2.18845 0.96 -1.09 1.34 -0.395
H 0.91668 2.14009 0.16693 -0.34 -0.19 -0.02 0.291
H -0.88030 2.37374 0.06297 0.42 -0.26 -0.04 0.425
H -0.04211 2.50751 1.59828 0.15 -0.04 -0.50 0.224
H -0.49695 0.27896 2.06565 -0.07 0.28 -0.29 0.105
H -1.20713 0.13302 0.43177 0.28 -0.01 0.41 0.251
H 0.49257 -1.56937 0.58295 0.19 0.36 0.32 0.056
H 1.02223 -0.30793 -0.51615 -0.11 -0.16 0.36 0.268
H 3.00002 -0.86650 0.81638 -0.42 0.04 0.16 0.360
H 2.46597 0.77212 1.14175 0.01 -0.45 -0.09 0.026
H 1.28766 -1.24001 2.99086 0.46 0.17 0.00 0.486
H 3.01362 -1.00834 3.23573 -0.15 0.42 -0.13 0.261
H 0.90694 0.51768 4.30558 0.54 0.35 -0.04 0.249
H 1.28848 1.53097 2.90990 0.24 -0.30 0.15 -0.089
H 2.10898 1.89769 5.68745 -0.16 0.05 -0.02 -0.021
H 3.46617 0.35924 5.25945 0.04 -0.05 -0.36 0.075
H 5.15107 3.08835 5.10284 -0.36 -0.52 0.09 0.101
H 4.88339 1.88624 6.39257 -0.23 0.21 -0.30 0.385
H 3.97080 3.52475 7.63181 -0.33 0.18 -0.37 0.407
H 2.64316 3.81679 6.50870 0.31 0.08 -0.29 0.410
H 4.68396 5.59642 7.31605 0.00 -0.05 -0.46 0.194
H 5.36834 5.10488 5.76209 -0.34 -0.24 0.08 0.369
H 2.58279 6.43121 6.18337 0.32 -0.44 -0.05 0.185
H 3.27654 6.00168 4.59333 -0.02 -0.49 0.57 0.137
H 3.82657 8.07942 4.87965 0.08 0.27 0.19 0.315
H 5.16967 7.29869 5.21596 0.10 0.27 0.16 0.276
H 6.17273 -0.07029 3.80572 0.07 -0.49 -0.38 0.316
H 5.48143 3.34396 2.76099 -0.23 0.50 0.02 0.296
C 2.09219 -5.85104 -0.48744 -0.06 -0.09 -0.18 -0.734
O 1.22724 -5.77800 -1.60393 0.14 0.29 0.14 -0.293
C -0.01595 -5.16224 -1.30389 0.02 -0.19 -0.29 -0.578
C -0.46514 -4.23363 -2.42054 -0.09 0.11 0.12 -0.148
O 0.28386 -3.03066 -2.52726 0.04 -0.15 -0.11 -0.423
C 1.61991 -3.12361 -3.01263 -0.02 0.20 -0.01 -0.277
C 1.73970 -3.52767 -4.47359 0.24 -0.29 0.32 -0.652
O 1.47883 -4.91476 -4.64279 -0.48 0.12 -0.10 -0.287
C 0.80745 -5.20895 -5.84995 0.29 -0.13 0.19 -0.872
H 1.74066 -6.60638 0.22325 0.05 0.07 0.13 0.326
H 3.07998 -6.13632 -0.84892 -0.06 -0.06 -0.04 0.236
H 2.17853 -4.87999 0.01099 -0.03 -0.03 0.07 0.309
H 0.03960 -4.59620 -0.36832 0.05 0.04 -0.01 0.350
H -0.75956 -5.96101 -1.18406 -0.17 0.13 0.07 0.364
H -1.48372 -3.91326 -2.18287 0.04 0.06 0.08 0.456
H -0.52214 -4.75086 -3.37870 0.19 -0.17 0.02 -0.064
H 2.22584 -3.76002 -2.36877 0.01 -0.20 -0.14 0.136
H 2.02222 -2.11193 -2.91844 -0.09 0.02 -0.02 0.414
H 2.76654 -3.34331 -4.81284 -0.02 0.26 0.00 0.398
H 1.05361 -2.91820 -5.07099 -0.05 -0.03 -0.02 0.347
H -0.04308 -4.53673 -6.00670 0.03 0.07 -0.06 0.315
H 0.42795 -6.22852 -5.78716 0.08 -0.03 0.01 0.320
H 1.50028 -5.14255 -6.69568 -0.14 0.06 -0.15 0.397
C -3.87566 -1.89963 6.90965 0.13 -0.13 -0.17 -0.839
O -4.10215 -2.48512 5.64366 -0.20 0.33 0.09 -0.243
C -5.44512 -2.89762 5.44853 0.31 -0.12 -0.23 -0.549
C -5.92659 -2.58042 4.04185 -0.15 0.01 0.03 -0.262
O -6.14902 -1.19921 3.78604 0.09 -0.06 0.02 -0.468
C -5.00856 -0.34738 3.68244 -0.06 0.09 -0.10 -0.447
C -4.12968 -0.59976 2.46826 0.29 -0.01 0.41 -0.449
O -3.35610 -1.77749 2.63960 -0.43 -0.30 -0.20 -0.234
C -3.16659 -2.49664 1.43806 0.27 0.16 0.18 -0.736
H -3.89118 -2.66263 7.69520 -0.05 0.09 0.12 0.315
H -2.89221 -1.43124 6.88921 0.01 -0.09 -0.03 0.248
H -4.61890 -1.12443 7.12577 -0.04 -0.04 0.06 0.378
H -6.11462 -2.42243 6.17337 0.02 0.06 0.00 0.353
H -5.48207 -3.98420 5.60078 -0.24 -0.03 -0.01 0.367
H -6.90649 -3.05191 3.92260 -0.03 0.07 0.06 0.409
H -5.27844 -3.02281 3.28574 0.24 0.03 0.11 0.079
H -4.42908 -0.35846 4.60482 0.18 -0.15 -0.07 0.147
H -5.42012 0.66032 3.58353 -0.06 -0.05 -0.06 0.421
H -3.43124 0.23779 2.35225 -0.17 0.17 -0.08 0.303
H -4.75966 -0.66306 1.57458 -0.01 -0.05 -0.02 0.392
H -4.10695 -2.61845 0.88927 -0.02 0.05 -0.04 0.430
H -2.79052 -3.48721 1.69282 0.06 0.04 0.08 0.250
H -2.42780 -1.99087 0.80814 -0.06 -0.05 -0.17 0.135
C -4.29304 -6.22260 -6.30766 -0.09 0.03 -0.22 -0.801
O -3.87498 -6.21674 -7.65810 0.18 -0.22 0.28 -0.311
C -2.60640 -5.60706 -7.84487 -0.23 -0.07 -0.35 -0.258
C -1.76581 -6.38175 -8.84824 0.12 0.09 0.09 -0.447
O -1.27986 -7.63186 -8.37132 -0.11 -0.01 -0.04 -0.454
C -2.21575 -8.69176 -8.19723 0.14 -0.06 -0.02 -0.311
C -2.81316 -9.23341 -9.48659 -0.34 0.17 0.31 -0.571
O -3.78026 -8.33791 -10.01554 0.37 0.20 -0.26 -0.271
C -3.78749 -8.30018 -11.42839 -0.22 -0.04 0.25 -0.801
H -4.58412 -5.21625 -5.99006 0.04 -0.01 0.16 0.328
H -5.15619 -6.88326 -6.22847 -0.02 0.06 -0.07 0.242
H -3.50585 -6.60887 -5.65120 0.01 0.07 0.04 0.348
H -2.06027 -5.53111 -6.89929 -0.02 -0.07 0.02 0.077
H -2.78117 -4.59341 -8.22693 0.24 0.07 0.01 0.403
H -0.87032 -5.78777 -9.05141 0.03 -0.04 0.10 0.482
H -2.27895 -6.49626 -9.80259 -0.25 -0.03 0.08 0.133
H -2.98947 -8.41579 -7.48132 -0.18 0.05 -0.16 0.114
H -1.64025 -9.50070 -7.73986 0.07 0.03 -0.07 0.412
H -3.32483 -10.18023 -9.27335 0.21 -0.14 0.04 0.399
H -2.00778 -9.41907 -10.20463 0.01 0.04 -0.04 0.347
H -2.77431 -8.20341 -11.83123 0.02 -0.06 -0.03 0.364
H -4.36226 -7.42803 -11.73719 -0.06 -0.02 0.06 0.233
H -4.26587 -9.19890 -11.83160 0.10 -0.02 -0.16 0.320
C 2.70026 10.87664 -1.33780 -0.25 -0.17 0.01 -0.810
O 1.95217 9.84210 -0.73721 0.25 0.28 0.20 -0.272
C 2.75857 8.76074 -0.28392 -0.35 -0.06 0.04 -0.606
C 2.29034 8.23635 1.06344 0.14 -0.22 0.06 -0.287
O 2.55422 9.09013 2.17282 -0.07 0.17 -0.11 -0.444
C 1.79908 10.29145 2.28151 0.06 -0.09 0.16 -0.317
C 0.31880 10.08753 2.56473 0.07 0.23 -0.40 -0.586
O -0.36637 9.64742 1.40166 0.05 -0.40 0.15 -0.274
C -1.40486 8.72949 1.68444 0.05 0.25 -0.14 -0.785
H 3.06673 10.56608 -2.32222 0.15 0.10 -0.01 0.323
H 2.04223 11.73740 -1.45940 -0.04 -0.07 -0.04 0.226
H 3.54140 11.17671 -0.70329 0.07 -0.02 -0.06 0.365
H 3.80967 9.05812 -0.20785 -0.01 0.06 0.02 0.365
H 2.67680 7.95655 -1.02505 0.16 -0.13 0.11 0.374
H 2.85906 7.32701 1.27340 0.04 0.04 0.00 0.447
H 1.24253 7.94136 1.03790 -0.09 0.15 -0.15 0.099
H 1.95811 10.93355 1.41504 -0.21 -0.04 -0.15 0.097
H 2.22722 10.81470 3.14086 -0.01 -0.09 0.04 0.425
H -0.12431 11.04636 2.86343 0.11 0.02 0.24 0.399
H 0.20730 9.37346 3.38675 0.00 -0.05 -0.02 0.351
H -1.06971 7.94441 2.36870 -0.03 0.01 0.06 0.353
H -1.70175 8.26066 0.74727 0.01 0.07 -0.03 0.233
H -2.26993 9.25117 2.10806 -0.06 -0.12 0.11 0.314
```
Forces are in eV/Å.

Properties
Energy above the lowest of the compared OMol25 structures with the same formula, charge and spin (eV): 0.000
Energy (Ha): -3595.98993
Total charge: -1

=====

Number 1: E_HOMO -13.006 eV. Number 2: E_HOMO -9.729 eV. Number 3: E_HOMO -3.160 eV.